Computed, not measured: C44H31F3N2O7V as an isolated structure, with ωB97M-V with the def2-TZVPD basis set.

Its expectation value of S² is 3.77. As for the multiplicity: 4. The calculated total energy is -97289.56255 eV. The net charge is -2. As for the HOMO-LUMO gap (spin up / spin down): 4.230 / 6.064 eV.

Each line ends with the Mulliken spin population.
Geometry (Å):
V 0.958 0.096 -0.496  1.996
O 0.483 -0.315 1.363  -0.050
C 0.425 -1.535 2.005  -0.033
C 0.506 -2.690 0.974  0.042
C -0.587 -2.589 -0.036  -0.043
C -1.620 -3.515 -0.091  -0.004
C -2.594 -3.377 -1.063  0.004
C -2.507 -2.325 -1.958  -0.001
C -1.454 -1.425 -1.846  0.004
C -1.310 -0.280 -2.804  0.054
C -1.365 1.113 -2.128  -0.031
O -0.248 1.309 -1.346  -0.011
C -2.622 1.268 -1.254  -0.006
C -3.862 0.741 -1.606  0.000
C -4.967 0.895 -0.782  0.000
C -4.851 1.582 0.417  0.000
C -3.620 2.104 0.782  -0.002
C -2.516 1.946 -0.042  -0.017
C -1.385 2.170 -3.250  -0.005
C -0.302 3.028 -3.398  0.002
C -0.289 3.979 -4.408  0.000
C -1.356 4.089 -5.286  0.000
C -2.436 3.229 -5.152  0.000
C -2.446 2.278 -4.145  0.001
N -0.532 -1.558 -0.888  -0.023
C 1.591 -1.595 2.999  0.001
C 1.769 -0.488 3.829  0.026
C 2.822 -0.433 4.723  0.008
C 3.724 -1.490 4.804  -0.006
C 3.560 -2.590 3.981  0.004
C 2.498 -2.642 3.082  -0.005
C -0.908 -1.677 2.750  -0.001
C -1.988 -0.881 2.384  -0.002
C -3.228 -1.054 2.984  0.000
C -3.404 -2.023 3.961  0.000
C -2.329 -2.816 4.338  0.000
C -1.091 -2.642 3.736  0.000
H 1.459 -2.643 0.435  0.016
H 0.446 -3.665 1.462  0.003
H -1.639 -4.328 0.622  0.000
H -3.410 -4.086 -1.127  0.000
H -3.238 -2.190 -2.744  0.000
H -0.333 -0.333 -3.295  -0.017
H -2.068 -0.376 -3.583  0.001
H -3.971 0.180 -2.525  0.000
H -5.918 0.464 -1.072  0.000
H -5.710 1.697 1.067  0.000
H -3.509 2.628 1.724  0.000
H -1.545 2.324 0.249  0.018
H 0.539 2.915 -2.730  -0.002
H 0.573 4.626 -4.513  0.001
H -1.340 4.829 -6.077  0.000
H -3.273 3.295 -5.838  0.000
H -3.301 1.620 -4.055  0.000
H 1.092 0.349 3.727  -0.006
H 2.961 0.448 5.336  0.002
H 4.559 -1.441 5.492  0.000
H 4.267 -3.409 4.019  0.000
H 2.408 -3.501 2.430  0.000
H -1.838 -0.127 1.623  0.003
H -4.056 -0.427 2.676  0.000
H -4.372 -2.158 4.430  0.000
H -2.452 -3.570 5.107  0.000
H -0.251 -3.257 4.041  0.000
O 2.712 -2.732 -6.012  0.010
C 2.573 -2.569 -4.819  0.002
C 2.333 -1.268 -4.092  -0.001
O 2.199 -0.167 -4.622  -0.002
C 2.264 -1.615 -2.702  -0.006
C 2.416 -3.016 -2.443  0.005
O 2.388 -3.580 -1.342  -0.001
C 2.603 -3.676 -3.775  0.002
O 2.727 -4.859 -4.015  0.011
O 2.080 -0.767 -1.732  -0.017
F 3.498 5.367 3.301  0.010
C 4.301 4.445 2.692  0.009
F 5.208 5.240 2.009  0.025
F 5.042 3.878 3.675  0.002
C 3.578 3.484 1.877  0.333
C 3.970 2.119 1.776  0.023
C 3.298 1.281 0.941  0.149
N 2.240 1.663 0.153  0.278
C 1.886 2.981 0.228  0.118
C 2.505 3.892 1.030  0.043
H 4.788 1.724 2.364  0.016
H 3.584 0.236 0.870  0.011
H 1.049 3.269 -0.397  0.037
H 2.155 4.917 1.019  0.018